1 | Entry from the OMol25 dataset: a single C4H7NO molecule (the ωB97M-V functional and the def2-TZVPD basis).

Atoms and positions in Å:
O1 -2.28 -0.13 2.55
C1 -1.61 -0.27 1.61
N1 -0.70 -0.61 0.83
C2 -0.74 -0.02 -0.50
C3 1.52 -0.30 -0.39
C4 0.55 0.80 -0.70
H1 -1.68 0.53 -0.43
H2 0.46 -1.03 0.92
H3 -0.76 -0.83 -1.24
H4 2.24 -0.17 0.39
H5 1.88 -0.83 -1.28
H6 0.54 1.21 -1.73
H7 0.57 1.66 -0.02

Lowest unoccupied orbital energy (spin up / spin down) ... 0.070 / 0.070 eV
Total charge ... 0

2 | Entry from the OMol25 dataset: 2 unconnected molecules or ions with the total composition C4H7NO (the ωB97M-V functional and the def2-TZVPD basis).

Atoms and positions in Å:
C1 -1.04 -0.19 0.30
N1 1.48 1.10 -1.47
C2 -0.30 -0.38 1.43
C3 -2.06 -0.29 -0.50
C4 1.01 -0.79 1.33
O1 0.76 0.50 -0.50
H1 1.48 0.58 -2.34
H2 1.28 2.09 -1.61
H3 -0.63 0.13 2.33
H4 -2.14 0.31 -1.40
H5 -2.87 -0.98 -0.30
H6 1.35 -1.47 0.57
H7 1.70 -0.61 2.15

Lowest unoccupied orbital energy (spin up / spin down) ... 0.179 / 0.200 eV
Total charge ... 0

Least stable = 2

1 | Entry from the OMol25 dataset: a single C4H7NO molecule (the ωB97M-V functional and the def2-TZVPD basis).

Atoms and positions in Å:
C1 -0.59 1.66 -0.29
C2 0.43 0.65 -0.79
O1 0.92 -0.11 0.32
C3 0.69 -1.48 0.28
C4 -0.74 -1.86 0.41
N1 -1.84 -2.18 0.52
H1 -0.14 2.27 0.50
H2 -0.89 2.32 -1.11
H3 -1.47 1.16 0.11
H4 1.28 1.16 -1.24
H5 -0.01 -0.01 -1.55
H6 1.22 -1.93 1.12
H7 1.06 -1.95 -0.65

SMILES ... CCOCC#N
Lowest unoccupied orbital energy ... 0.848 eV
Total charge ... 0

2 | Entry from the OMol25 dataset: a single C4H7NO molecule (the ωB97M-V functional and the def2-TZVPD basis).

Atoms and positions in Å:
C1 -1.35 0.23 -0.54
C2 0.16 0.02 -0.73
C3 1.07 0.77 0.26
N1 0.84 0.01 1.50
C4 0.49 -1.14 1.08
O1 0.38 -1.34 -0.27
H1 -1.79 -0.77 -0.45
H2 -1.58 0.80 0.36
H3 -1.80 0.71 -1.41
H4 0.48 0.14 -1.77
H5 2.12 0.66 -0.05
H6 0.83 1.83 0.37
H7 0.14 -1.94 1.72

SMILES ... C[C@H]1CN=CO1
Lowest unoccupied orbital energy ... 1.025 eV
Total charge ... 0

Least stable = 1

1 | Entry from the OMol25 dataset: a single C23H20N2O molecule (the ωB97M-V functional and the def2-TZVPD basis).

Atoms and positions in Å:
C1 -0.65 -3.68 -0.93
C2 -1.41 -2.85 -1.76
C3 -1.49 -1.48 -1.50
C4 -0.89 -0.96 -0.32
C5 -1.00 0.46 -0.04
C6 -2.11 1.29 -0.56
O1 -1.93 2.39 -1.09
C7 -3.48 0.70 -0.36
C8 -3.75 -0.20 0.69
C9 -4.99 -0.85 0.72
C10 -5.99 -0.51 -0.19
C11 -5.76 0.50 -1.13
C12 -4.52 1.12 -1.20
C13 -0.61 1.02 1.17
N1 0.43 1.71 1.28
C14 -0.15 -1.82 0.53
C15 -0.03 -3.17 0.21
H1 -0.55 -4.74 -1.17
H2 -1.96 -3.25 -2.61
H3 -2.06 -0.81 -2.14
H4 -2.99 -0.39 1.45
H5 -5.17 -1.63 1.48
H6 -6.95 -1.02 -0.17
H7 -6.54 0.81 -1.82
H8 -4.32 1.94 -1.90
H9 0.25 -1.42 1.47
H10 0.55 -3.82 0.88
C16 2.59 3.27 -0.09
N2 2.49 1.83 -0.05
C17 3.52 1.04 0.40
C18 3.46 -0.38 0.33
C19 4.48 -1.17 0.85
C20 5.60 -0.56 1.45
C21 5.70 0.83 1.49
C22 4.69 1.63 0.96
C23 1.12 1.34 -0.13
H11 3.60 3.56 -0.42
H12 1.85 3.64 -0.79
H13 2.39 3.71 0.90
H14 2.61 -0.85 -0.17
H15 4.40 -2.25 0.77
H16 6.39 -1.19 1.87
H17 6.59 1.30 1.94
H18 4.79 2.72 0.98
H19 1.17 0.26 -0.34
H20 0.61 1.91 -0.94

SMILES ... CN(CN=C=C(C(=O)c1ccccc1)c1ccccc1)c1ccccc1
Lowest unoccupied orbital energy ... -1.065 eV
Total charge ... 0

2 | Entry from the OMol25 dataset: a single C23H20N2O molecule (the ωB97M-V functional and the def2-TZVPD basis).

Atoms and positions in Å:
C1 -2.92 1.33 2.85
C2 -2.32 1.50 1.49
C3 -3.04 1.20 0.35
C4 -2.48 1.33 -0.91
C5 -1.17 1.78 -1.05
C6 -0.44 2.08 0.10
C7 -1.01 1.94 1.35
H1 -0.42 2.17 2.23
H2 0.58 2.42 0.00
C8 -0.50 1.86 -2.39
N1 0.57 0.87 -2.42
C9 1.86 1.31 -2.45
O1 2.15 2.47 -2.61
C10 2.89 0.22 -2.18
N2 2.80 -0.03 -0.77
C11 1.79 -0.66 -0.30
C12 1.70 -0.84 1.15
C13 0.46 -1.03 1.77
C14 0.39 -1.17 3.14
C15 1.54 -1.12 3.91
C16 2.77 -0.93 3.30
C17 2.85 -0.78 1.93
H3 3.79 -0.63 1.44
H4 3.67 -0.89 3.90
H5 1.48 -1.24 4.99
H6 -0.57 -1.31 3.62
H7 -0.44 -1.04 1.18
C18 0.72 -1.22 -1.15
C19 0.27 -2.52 -0.94
C20 -0.69 -3.07 -1.77
C21 -1.21 -2.33 -2.81
C22 -0.78 -1.04 -3.03
C23 0.20 -0.47 -2.21
H8 -1.18 -0.47 -3.85
H9 -1.96 -2.76 -3.46
H10 -1.03 -4.09 -1.60
H11 0.69 -3.09 -0.13
H12 2.67 -0.66 -2.80
H13 3.89 0.60 -2.39
H14 -0.03 2.83 -2.54
H15 -1.22 1.68 -3.20
H16 -3.06 1.08 -1.79
H17 -4.06 0.85 0.44
H18 -2.58 2.12 3.52
H19 -4.00 1.35 2.81
H20 -2.61 0.37 3.28

SMILES ... Cc1ccc(CN2C(=O)CN=C(c3ccccc3)c3ccccc32)cc1
Lowest unoccupied orbital energy ... 0.291 eV
Total charge ... 0

Least stable = 1

1 | Entry from the OMol25 dataset: a single C2H5N3O molecule (the ωB97M-V functional and the def2-TZVPD basis).

Atoms and positions in Å:
N1 0.76 -0.82 -1.36
C1 -0.31 0.32 1.24
C2 -1.18 0.54 0.11
O1 0.81 1.21 1.40
N2 1.02 0.01 0.67
N3 0.82 0.34 -0.67
H1 1.00 -1.68 -0.88
H2 1.06 -0.73 -2.32
H3 -0.62 -0.13 2.19
H4 -2.05 1.18 0.26
H5 -1.32 -0.23 -0.64

Lowest unoccupied orbital energy (spin up / spin down) ... 0.499 / 0.275 eV
Total charge ... 0

2 | Entry from the OMol25 dataset: a single C2H5N3O molecule (the ωB97M-V functional and the def2-TZVPD basis).

Atoms and positions in Å:
N1 -1.54 0.09 -0.50
C1 -0.71 -0.51 0.41
O1 -1.41 -1.34 1.21
N2 0.55 -0.38 0.60
C2 1.28 0.54 -0.14
N3 2.56 0.53 -0.09
H1 -2.47 -0.29 -0.58
H2 -1.14 0.48 -1.34
H3 -0.75 -1.68 1.84
H4 0.72 1.28 -0.73
H5 2.92 1.28 -0.67

SMILES ... [H]/N=C/N=C(\N)O
Lowest unoccupied orbital energy ... 0.681 eV
Total charge ... 0

Least stable = 1

1 | Entry from the OMol25 dataset: a single C2H5N3O molecule (the ωB97M-V functional and the def2-TZVPD basis).

Atoms and positions in Å:
C1 0.92 -1.09 -0.44
N1 0.08 0.09 -0.33
C2 -1.26 0.03 0.39
N2 -1.27 1.23 0.98
N3 0.01 1.61 0.94
O1 -1.96 -0.96 0.42
H1 0.04 0.67 -1.16
H2 0.05 2.59 0.60
H3 0.45 -1.80 -1.13
H4 1.91 -0.81 -0.82
H5 1.02 -1.56 0.54

SMILES ... [H]/N=N/C(=O)NC
Lowest unoccupied orbital energy (spin up / spin down) ... -0.798 / -0.815 eV
Total charge ... 0

2 | Entry from the OMol25 dataset: 2 unconnected molecules or ions with the total composition C2H5N3O (the ωB97M-V functional and the def2-TZVPD basis).

Atoms and positions in Å:
C1 1.80 -0.06 -0.23
C2 -0.61 -0.14 -0.39
N1 2.77 0.53 -0.11
N2 -0.61 1.13 0.40
N3 0.70 -0.71 -0.42
O1 -1.50 -1.00 0.23
H1 -1.03 0.09 -1.30
H2 -0.76 1.87 -0.14
H3 0.21 1.29 0.99
H4 0.74 -2.25 -0.17
H5 -1.71 -0.75 1.13

Lowest unoccupied orbital energy (spin up / spin down) ... -1.037 / -1.037 eV
Total charge ... 0

3 | Entry from the OMol25 dataset: a single C2H5N3O molecule (the ωB97M-V functional and the def2-TZVPD basis).

Atoms and positions in Å:
C1 -0.51 -0.53 0.21
C2 -0.84 0.81 -0.24
H1 0.82 -1.71 0.96
H2 1.43 -0.61 -0.20
H3 -1.74 -1.89 1.16
H4 -1.88 1.02 -0.41
H5 2.08 2.13 -0.82
N1 0.70 -1.24 -0.14
N2 -1.57 -1.01 0.77
N3 0.08 1.72 -0.69
O1 1.43 1.32 -0.59

SMILES ... [H]/N=C(N)/C=N\O
Lowest unoccupied orbital energy ... 0.345 eV
Total charge ... 0

Least stable = 1

1 | Entry from the OMol25 dataset: 2 unconnected molecules or ions with the total composition C2H5N3O (the ωB97M-V functional and the def2-TZVPD basis).

Atoms and positions in Å:
C1 1.26 -0.78 -0.03
C2 1.28 0.71 0.14
N1 0.10 -1.06 -0.56
N2 -0.56 0.01 -0.97
N3 -2.16 -0.08 0.31
O1 0.18 1.15 -0.66
H1 1.84 -1.44 0.50
H2 1.32 0.90 1.30
H3 2.16 1.16 -0.19
H4 -2.95 0.51 0.00
H5 -2.46 -1.07 0.17

Lowest unoccupied orbital energy (spin up / spin down) ... -0.024 / -0.460 eV
Total charge ... 0

2 | Entry from the OMol25 dataset: a molecular structure, C2H5N3O (the ωB97M-V functional and the def2-TZVPD basis).

Atoms and positions in Å:
C1 -0.92 0.00 1.00
C2 0.46 0.25 -0.21
N1 0.98 -0.94 -0.64
N2 -1.42 -0.04 -0.28
N3 0.91 1.41 -0.22
O1 -2.27 0.77 -0.64
H1 0.34 -1.70 -0.82
H2 1.97 -1.10 -0.56
H3 1.80 1.51 -0.70
H4 -1.27 0.79 1.67
H5 -0.59 -0.95 1.41

Lowest unoccupied orbital energy ... 0.324 eV
Total charge ... 0

Least stable = 1

1 | Entry from the OMol25 dataset: a single C2H5NP2 molecule (the ωB97M-V functional and the def2-TZVPD basis).

Atoms and positions in Å:
C1 -0.40 -1.26 -0.90
C2 0.42 -0.26 -0.31
N1 -1.04 -2.12 -1.27
P1 0.50 1.33 -1.21
P2 -0.16 0.03 1.60
H1 1.32 -0.69 -0.10
H2 -0.53 1.92 -0.45
H3 1.53 1.97 -0.40
H4 -1.41 0.48 1.08
H5 -0.24 -1.40 1.96

SMILES ... N#CC(P)P
Lowest unoccupied orbital energy ... 0.247 eV
Total charge ... 0

2 | Entry from the OMol25 dataset: a single C2H5NP2 molecule (the ωB97M-V functional and the def2-TZVPD basis).

Atoms and positions in Å:
C1 -1.72 -0.31 -0.16
C2 -0.37 0.00 -0.53
N1 -2.76 -0.44 0.29
P1 -0.13 1.73 0.09
P2 0.66 -1.53 0.07
H1 -0.37 -0.36 -1.72
H2 0.57 1.20 1.36
H3 1.18 1.92 -0.37
H4 1.96 -1.07 -0.46
H5 0.98 -1.15 1.43

SMILES ... N#CC(P)P
Lowest unoccupied orbital energy ... 0.452 eV
Total charge ... 0

Least stable = 2

1 | Entry from the OMol25 dataset: 2 unconnected molecules or ions with the total composition C4H14NS (the ωB97M-V functional and the def2-TZVPD basis).

Atoms and positions in Å:
C1 -2.05 -1.06 1.24
C2 -1.70 0.40 0.94
N1 -0.24 0.62 1.07
H1 -3.14 -1.21 1.24
H2 -1.57 -1.81 0.55
H3 -1.56 -1.27 2.21
H4 -2.02 0.68 -0.06
H5 -2.15 1.00 1.72
H6 0.15 0.36 1.99
H7 0.05 1.56 0.85
H8 0.29 0.05 0.41
C3 0.70 -0.92 -1.81
S1 2.26 -0.18 -2.26
C4 2.47 1.08 -0.92
H9 -0.18 -0.21 -1.74
H10 0.77 -1.33 -0.79
H11 0.39 -1.67 -2.55
H12 3.33 1.75 -1.12
H13 1.55 1.67 -0.95
H14 2.66 0.48 -0.01

Lowest unoccupied orbital energy ... -3.577 eV
Total charge ... +1

2 | Entry from the OMol25 dataset: 2 unconnected molecules or ions with the total composition C4H14NS (the ωB97M-V functional and the def2-TZVPD basis).

Atoms and positions in Å:
C1 -0.53 -0.56 2.67
C2 0.89 -1.00 2.28
H1 -0.90 -1.36 3.36
H2 -1.28 -0.48 1.86
H3 -0.45 0.43 3.20
H4 0.92 -2.10 1.99
H5 1.34 -0.40 1.49
H6 1.56 -0.93 3.18
C3 0.09 0.64 -2.39
C4 -0.06 -0.18 -1.10
S1 0.29 -1.95 -1.27
N1 -0.60 1.98 -2.13
H7 -0.46 0.15 -3.22
H8 1.17 0.82 -2.59
H9 -1.12 -0.08 -0.79
H10 0.58 0.23 -0.34
H11 0.90 -2.18 -0.10
H12 -0.43 2.71 -2.86
H13 -0.24 2.34 -1.25
H14 -1.65 1.90 -1.99

Lowest unoccupied orbital energy ... -3.994 eV
Total charge ... +1

Least stable = 2